[1]
H2N3O2S | ωB97M-V with the def2-TZVPD basis set

Computed properties:
* E_HOMO: -3.4 eV
* DFT total energy: -713.99348 a.u.
* total charge: -1

Each line ends with the Mulliken charge.
Element x y z (Å)
H1 -1.25 -0.28 2.10  0.22
S1 -0.90 0.38 -2.36  -0.35
H2 1.63 -0.13 -0.29  0.42
N1 -1.39 0.04 1.10  -0.70
O1 1.42 -0.03 -1.29  -0.42
N2 0.03 -0.33 -1.25  0.00
N3 -0.30 0.20 0.62  0.61
O2 0.76 0.15 1.36  -0.77

[2]
C4H2F3N2S | ωB97M-V with the def2-TZVPD basis set

Computed properties:
* E_HOMO: -2.3 eV
* DFT total energy: -960.85889 a.u.
* total charge: -1

Each line ends with the Mulliken charge.
Element x y z (Å)
F1 1.46 -2.42 0.55  -0.37
C1 -1.72 1.81 0.02  0.39
C2 0.15 -1.98 0.03  1.01
H1 1.84 0.17 -0.06  0.25
H2 1.38 2.48 -0.12  0.29
C3 0.69 1.62 0.03  -0.21
F2 0.13 -2.62 -1.18  -0.29
F3 -0.75 -2.58 0.81  -0.25
N1 0.82 0.28 -0.04  0.10
S1 -3.29 1.59 0.10  -0.46
C4 -0.13 -0.56 -0.16  -1.08
N2 -0.57 2.21 0.03  -0.38

[3]
C3H5NO | ωB97M-V with the def2-TZVPD basis set

Computed properties:
* E_HOMO: -9.3 eV
* DFT total energy: -247.18077 a.u.

Each line ends with the Mulliken charge.
Element x y z (Å)
H1 0.22 -1.44 -0.84  0.23
H2 0.89 2.20 -0.48  0.24
C1 -0.38 -0.90 -0.08  -0.21
H3 1.47 0.77 0.36  0.30
N1 0.82 1.22 -0.27  -0.36
C2 -0.33 0.58 -0.56  0.37
H4 -0.36 -1.30 1.98  0.13
O1 -1.27 1.07 -1.15  -0.58
C3 0.35 -0.97 1.20  -0.43
H5 -1.42 -1.23 -0.15  0.29

[4]
C31H50Br18N2O5 | ωB97M-V with the def2-TZVPD basis set

Computed properties:
* E_HOMO: -8.7 eV
* DFT total energy: -48028.96800 a.u.

Each line ends with the Mulliken charge.
Element x y z (Å)
H1 -4.37 -1.23 -5.25  0.42
H2 -3.25 2.53 3.74  0.34
H3 2.27 11.16 0.92  -0.04
H4 -2.64 -0.42 -0.40  -0.30
H5 1.77 -0.80 1.74  0.03
C1 2.25 1.39 -2.07  -1.11
Br1 1.00 5.61 -2.70  0.04
C2 0.29 3.11 -6.14  -0.63
C3 -5.12 0.10 0.74  0.33
H6 0.03 4.00 -6.77  0.28
H7 0.78 -0.04 -3.09  0.31
Br2 -8.59 2.20 4.07  -0.02
H8 1.31 7.22 3.78  0.26
C4 -0.57 -7.14 -1.59  -0.57
C5 1.52 8.23 4.12  -0.27
C6 -0.73 -5.95 -0.77  -0.44
C7 1.94 -7.03 -1.31  0.30
H9 -2.86 1.06 1.07  -0.42
H10 2.56 3.30 -3.07  0.55
Br3 -7.73 -0.85 4.56  -0.04
N1 2.78 -3.64 0.08  -0.08
H11 0.41 -4.42 0.43  -0.19
H12 -0.30 2.64 -3.66  0.27
H13 -0.64 -3.06 -1.46  0.33
Br4 0.67 5.92 0.47  -0.04
C8 0.52 6.80 -1.25  -0.38
H14 -0.26 -0.98 3.74  0.31
H15 -3.36 -2.87 1.45  0.49
H16 -0.96 -1.69 -2.27  -0.02
C9 0.06 -1.41 -0.51  1.19
Br5 -6.46 1.49 6.35  -0.03
H17 3.56 -7.74 -0.64  0.34
H18 2.72 -3.17 3.40  0.48
C10 -2.49 -1.43 0.04  -0.14
C11 -7.17 1.00 4.62  0.65
C12 1.28 0.14 -2.11  -0.05
H19 -0.40 -2.58 2.95  0.36
Br6 1.53 8.45 -1.31  0.03
H20 -1.45 -7.67 -2.03  0.35
C13 -3.50 -1.78 1.20  -0.62
H21 -1.76 1.63 3.06  0.24
Br7 0.94 9.42 2.71  0.05
H22 3.89 -5.31 -0.61  0.42
O1 3.25 -7.50 -1.54  -0.64
H23 -2.65 -2.22 -0.75  0.24
C14 1.67 2.70 -2.72  -0.49
C15 1.80 -5.84 -0.48  0.25
O2 -5.49 0.68 -0.25  -0.58
C16 -2.87 1.65 3.17  -1.06
Br8 6.44 -4.19 3.30  -0.03
C17 0.76 -7.66 -1.85  -0.61
H24 -3.13 0.70 3.73  0.25
H25 -5.72 -1.96 1.43  0.35
Br9 -3.30 -3.17 -4.13  -0.03
H26 1.07 -1.72 -0.11  -0.66
C18 -1.03 -1.64 0.61  0.08
C19 -4.97 -1.46 0.74  -0.41
H27 3.31 -5.47 1.15  0.39
H28 8.31 -5.63 2.52  0.36
Br10 0.35 12.11 -0.33  0.01
H29 1.42 -3.69 2.27  0.29
Br11 3.34 11.49 -1.29  -0.04
C20 1.53 -1.47 2.60  -0.47
C21 3.06 -5.10 0.12  -0.81
Br12 2.82 13.57 1.08  -0.05
Br13 -3.91 -0.23 -3.03  0.06
O3 -0.77 -0.82 1.77  -0.13
H30 1.93 -0.77 -1.92  0.21
H31 0.91 1.50 -4.50  0.45
C22 7.73 -4.86 2.02  -0.34
H32 0.67 0.65 -0.02  0.29
H33 4.28 -3.35 1.62  -0.34
C23 0.77 2.48 -3.99  -0.21
H34 -0.68 2.65 -5.82  0.24
H35 3.25 1.09 -2.47  0.39
C24 3.30 -2.93 1.27  -0.56
H36 1.97 -1.00 3.52  0.59
H37 -5.11 -1.89 -0.28  0.27
H38 3.45 -1.86 0.98  0.50
Br14 3.42 8.35 4.42  -0.02
H39 -6.37 1.11 3.90  -0.58
H40 -3.25 -1.24 2.15  0.00
H41 -0.52 7.06 -1.38  0.42
Br15 8.98 -3.48 1.47  0.00
C25 0.46 -5.31 -0.22  0.29
Br16 0.51 8.50 5.74  -0.01
Br17 -1.99 -0.62 -5.55  0.00
C26 -0.04 -1.53 2.78  -0.74
H42 -3.83 2.56 1.33  0.40
C27 2.21 11.97 0.20  0.06
H43 0.90 -8.57 -2.48  0.36
H44 -0.77 0.54 -1.22  0.00
H45 0.82 2.32 -6.74  0.25
O4 1.05 3.51 -4.98  -0.39
C28 2.21 -2.90 2.44  -0.35
H46 2.41 1.62 -0.98  0.30
H47 -0.98 -2.73 0.90  0.00
H48 3.19 -3.29 -0.78  0.23
C29 0.23 0.13 -0.90  -0.78
Br18 6.87 -5.69 0.50  0.01
H49 -1.74 -5.55 -0.58  0.44
C30 -3.58 1.56 1.77  0.51
C31 -3.52 -1.30 -4.58  -0.45
O5 -4.77 0.74 1.93  -0.15
H50 1.14 3.38 -1.98  -0.09
N2 -0.22 -2.17 -1.75  -0.43

[5]
C10H9O2P | ωB97M-V with the def2-TZVPD basis set

Computed properties:
* E_HOMO: -8.5 eV
* DFT total energy: -878.24113 a.u.

Each line ends with the Mulliken charge.
Element x y z (Å)
H1 4.41 -1.27 2.51  -0.02
C1 -0.93 0.11 -0.59  0.72
H2 -2.35 -0.36 -1.94  0.32
H3 -1.63 0.29 1.43  0.33
H4 2.08 -1.11 -1.37  0.47
H5 -3.14 0.48 -0.60  0.41
O1 0.13 -0.41 3.82  -0.56
O2 2.06 -0.94 2.84  -0.32
H6 -2.75 1.82 -2.87  0.36
C2 -0.75 0.11 0.81  -0.70
C3 -2.13 1.76 -2.04  -1.17
H7 0.07 -0.11 -2.47  0.37
C4 0.14 -0.26 -1.36  -0.22
C5 0.73 -0.61 2.80  0.19
C6 0.31 -0.47 1.40  0.26
C7 1.42 -0.73 0.63  0.55
P1 4.15 -1.32 1.21  -0.09
C8 2.49 -1.09 1.53  0.03
C9 -2.23 0.43 -1.21  -0.75
C10 1.34 -0.69 -0.79  -0.88
H8 -2.42 2.55 -1.47  0.35
H9 -1.02 1.83 -2.26  0.35

[6]
C4H8N4O2 | ωB97M-V with the def2-TZVPD basis set

Computed properties:
* E_HOMO: -9.4 eV
* DFT total energy: -526.73177 a.u.

Each line ends with the Mulliken charge.
Element x y z (Å)
H1 -0.08 -1.78 0.78  0.23
N1 2.42 0.15 -1.26  -0.48
C1 1.26 -0.39 -0.96  0.47
C2 0.37 0.75 -0.39  -0.05
O1 -1.43 0.55 2.44  -0.64
N2 1.02 1.85 -0.36  -0.46
H2 -1.54 1.48 0.18  0.30
H3 0.59 2.68 0.05  0.23
H4 3.12 -0.46 -1.67  0.23
H5 -0.55 -1.81 2.47  0.24
H6 -2.69 -0.46 -0.62  0.29
O2 0.90 -1.56 -0.86  -0.76
H7 -1.28 -1.15 -1.12  0.32
C3 -1.03 0.51 0.06  0.29
C4 -0.99 -0.09 1.50  0.34
N3 -0.55 -1.36 1.57  -0.27
N4 -1.75 -0.27 -0.94  -0.69
H8 2.20 1.36 -0.89  0.41

Q: Which formula does entry 6 have?
A: C4H8N4O2

Q: DFT total energy of number 2 (C4H2F3N2S)?
A: -960.85889 a.u.

Q: The lowest E_HOMO belongs to which entry?
A: C4H8N4O2